# C25H27N3O2

An isolated molecule of C25H27N3O2 (wB97M-V/def2-TZVPD, the OMol25 dataset).

Summary:
SMILES: Cc1cccc(CN2CCC[C@H](C(=O)Nc3ccccc3Oc3cccnc3)C2)c1
total charge: 0
HOMO-LUMO gap: 8.977 eV
E: -34929.41060 eV
energy above the lowest of the compared OMol25 structures with the same formula, charge and spin: 26.4 kcal per mole

XYZ file:
```
57
C25H27N3O2 wB97M-V/def2-TZVPD
C 0.679 3.676 -0.541
C 1.419 2.869 0.481
C 1.352 3.206 1.828
C 2.024 2.457 2.775
C 2.762 1.350 2.393
C 2.837 0.992 1.055
C 3.578 -0.243 0.614
N 2.628 -1.239 0.131
C 3.244 -2.326 -0.609
C 2.161 -3.168 -1.281
C 1.197 -3.727 -0.239
C 0.641 -2.602 0.646
C -0.396 -1.783 -0.124
O -1.555 -2.130 -0.203
N 0.119 -0.691 -0.739
C -0.629 0.276 -1.416
C -0.203 0.746 -2.654
C -0.943 1.685 -3.346
C -2.124 2.168 -2.808
C -2.547 1.733 -1.565
C -1.800 0.802 -0.855
O -2.105 0.470 0.441
C -3.357 0.040 0.758
C -4.273 -0.467 -0.158
C -5.500 -0.900 0.313
C -5.767 -0.808 1.669
N -4.894 -0.339 2.546
C -3.722 0.069 2.106
C 1.792 -1.764 1.204
C 2.170 1.764 0.110
H 0.789 4.740 -0.344
H 1.036 3.461 -1.545
H -0.384 3.434 -0.503
H 0.769 4.063 2.133
H 1.969 2.732 3.818
H 3.280 0.762 3.137
H 4.192 -0.636 1.441
H 4.245 0.008 -0.216
H 3.854 -2.966 0.052
H 3.905 -1.898 -1.368
H 1.614 -2.551 -1.995
H 2.629 -3.986 -1.831
H 1.727 -4.443 0.395
H 0.373 -4.251 -0.725
H 0.097 -3.056 1.481
H 1.138 -0.594 -0.695
H 0.711 0.352 -3.074
H -0.603 2.036 -4.309
H -2.711 2.894 -3.348
H -3.450 2.128 -1.122
H -4.017 -0.540 -1.204
H -6.232 -1.307 -0.368
H -6.716 -1.127 2.080
H -3.025 0.437 2.847
H 2.389 -2.388 1.894
H 1.390 -0.921 1.772
H 2.241 1.498 -0.935
```